This record from the OMol25 dataset describes the ion C6H11N2 with charge +1 at a distorted geometry. The level of theory is ωB97M-V with the def2-TZVPD basis set.

The relative energy (zero: lowest compared OMol25 entry of this formula, charge and spin) comes out at 48.7 kcal per mole. The structure (SMILES) is [NH3+]CCc1cc[nH]c1. For the HOMO energy, the calculation gives -11.89 eV. The largest force on an atom is 4.86 eV/A. Its net charge is +1. For the total energy, the calculation gives -9372.623 eV. The value obtained for the gap between HOMO and LUMO is 8.56 eV.

Cartesian coordinates (Å):
N  -0.45  0.70  2.02
C  -0.86  1.64  0.75
C  0.35  1.36  -0.18
C  0.36  -0.04  -0.70
C  -0.57  -0.69  -1.49
C  -0.15  -1.99  -1.75
N  0.98  -2.19  -0.92
C  1.39  -1.00  -0.43
H  0.30  1.09  2.53
H  -1.22  0.58  2.62
H  -0.19  -0.23  1.65
H  -1.87  1.39  0.30
H  -1.14  2.60  1.42
H  0.22  2.08  -1.04
H  1.24  1.61  0.47
H  -1.50  -0.46  -1.86
H  -0.57  -2.74  -2.44
H  1.43  -3.01  -1.00
H  2.25  -0.69  0.08

Here are the natural (NBO) charges for atoms 1 to 2, given in e:
1. N -0.701
2. C -0.188